DFT (ωB97M-V/def2-TZVPD) results for a 2-piece molecular cluster, C4H8O overall.

CARTESIAN COORDINATES (ANGSTROEM)
O 2.16236 -0.60528 0.01548
C 1.45163 0.28671 0.41478
C 0.03044 0.13288 0.86573
C -1.15242 0.77156 0.18463
C -1.01385 -0.72832 0.22804
H 1.23762 -0.81136 -1.98171
H 1.85886 1.31558 0.55803
H 0.01378 0.19226 1.95422
H 0.74548 -0.54082 -2.46946
H -1.88343 1.25581 0.82637
H -1.01724 1.25908 -0.77944
H -1.65562 -1.30194 0.89181
H -0.77759 -1.22617 -0.70849

Atomic forces in eV per Å
O -0.367 0.485 0.189
C 0.191 -0.220 0.055
C 0.094 -0.001 0.110
C -0.052 0.162 -0.009
C 0.016 -0.189 0.003
H -0.107 0.010 -0.209
H -0.025 -0.222 -0.094
H -0.099 0.012 -0.083
H 0.023 -0.042 -0.109
H 0.092 -0.119 -0.146
H 0.096 -0.139 0.203
H 0.068 0.162 -0.145
H 0.071 0.102 0.235

Computed properties:
- orbital gap (eV) = 10.847
- total charge = 0
- structure (SMILES) = O=CC1CC1.[H][H]
- HOMO (eV) = -9.9
- largest force on an atom (hartree/bohr) = 0.012

Now the Mulliken charges, all in e:
1. O -0.465
2. C -0.262
3. C 0.202
4. C -0.516
5. C -0.530
6. H -0.179
7. H 0.327
8. H 0.338
9. H 0.169
10. H 0.252
11. H 0.259
12. H 0.226
13. H 0.180

***

DFT (ωB97M-V/def2-TZVPD) results for one molecule with the formula C4H8O.

CARTESIAN COORDINATES (ANGSTROEM)
C -0.31109 1.48595 0.00700
C -0.39770 -0.03317 0.47245
C -1.54832 -0.76023 -0.30444
C 0.90916 -0.68799 0.31793
H 0.38690 1.58031 -0.99985
H -1.49618 1.87174 -0.33436
H 0.07953 2.21690 1.05538
H -0.53918 -0.11404 1.65728
H -2.59278 -0.36448 -0.26024
H -1.53227 -1.80230 -0.04465
H -1.34564 -0.85458 -1.35276
H 1.16756 -1.64225 1.06608
O 1.74497 -0.11483 -0.46806

Atomic forces in eV per Å
C -1.142 1.964 0.197
C -2.005 1.412 1.559
C 0.090 -0.191 0.426
C 4.234 1.160 -2.079
H -1.790 -0.023 3.060
H 3.614 -1.024 1.249
H -1.064 -2.130 -3.732
H -0.323 0.344 -2.404
H 1.082 -0.042 0.608
H -0.425 -0.634 0.655
H 0.543 0.621 -0.797
H -0.385 2.129 -2.152
O -2.431 -3.586 3.411

Computed properties:
- orbital gap (eV) = 10.655
- total charge = 0
- structure (SMILES) = CC(C)C=O
- HOMO (eV) = -10.0
- largest force on an atom (hartree/bohr) = 0.107

Now the Mulliken charges, all in e:
1. C -0.929
2. C 0.442
3. C -1.383
4. C 0.013
5. H 0.270
6. H 0.226
7. H 0.244
8. H 0.264
9. H 0.331
10. H 0.382
11. H 0.391
12. H 0.253
13. O -0.503

***

DFT (ωB97M-V/def2-TZVPD) results for one molecule with the formula C4H8O.

CARTESIAN COORDINATES (ANGSTROEM)
C -1.37682 -1.01716 -0.36386
C -0.17929 -0.15284 -0.23962
C 1.14991 -0.64485 0.18277
C 0.45360 1.93282 0.19224
O -0.37238 1.11190 -0.51155
H -1.94622 -1.00448 0.57892
H -2.04616 -0.64548 -1.14525
H -1.09767 -2.05654 -0.55642
H 1.34104 -0.70044 1.26140
H 1.88207 0.09440 -0.19651
H 1.30892 -1.65195 -0.22993
H 0.32226 1.81626 1.26339
H 0.56074 2.91835 -0.23558

Atomic forces in eV per Å
C -0.033 -0.021 0.049
C -0.110 -1.560 0.198
C 0.152 0.075 -0.082
C -0.278 0.527 0.140
O 0.130 1.089 -0.213
H -0.008 -0.060 -0.123
H 0.065 -0.068 0.021
H -0.053 0.118 -0.056
H -0.111 0.007 -0.027
H -0.071 -0.314 0.051
H 0.026 0.187 0.099
H 0.453 0.032 -0.056
H -0.159 -0.011 -0.001

Computed properties:
- orbital gap (spin up / spin down) (eV) = 7.387 / 8.614
- total charge = 0
- HOMO (spin up / spin down) (eV) = -6.6 / -7.6
- largest force on an atom (hartree/bohr) = 0.031

Now the Mulliken charges, all in e:
1. C -1.105
2. C 0.773
3. C -1.126
4. C -0.604
5. O -0.335
6. H 0.245
7. H 0.333
8. H 0.317
9. H 0.270
10. H 0.424
11. H 0.330
12. H 0.261
13. H 0.217

***

DFT (ωB97M-V/def2-TZVPD) results for a 2-piece molecular cluster, C4H8O overall.

CARTESIAN COORDINATES (ANGSTROEM)
C 3.98144 2.33456 -1.89179
C 3.58804 1.23955 -1.09545
H 4.03382 3.39310 -1.56289
H 4.62643 1.87320 -2.60189
H 2.87874 1.48270 -0.20864
H 3.59115 0.12902 -1.32584
O -1.87009 -0.66409 0.40274
C -2.88038 -1.38844 0.44043
C -3.50077 -1.67156 1.76958
H -3.43346 -1.37835 -0.55159
H -3.43098 -0.79618 2.36937
H -2.97725 -2.52647 2.37099
H -4.60669 -2.02704 1.88498

Atomic forces in eV per Å
C 0.160 -4.095 3.089
C -2.298 2.972 0.208
H -0.431 -1.029 -0.458
H 0.560 0.979 -1.429
H 1.467 -0.567 -1.251
H 0.539 1.740 -0.160
O -1.486 -2.147 0.228
C 1.075 3.819 -1.063
C -1.458 -3.592 1.777
H 0.169 -1.160 0.997
H 0.329 0.779 0.415
H -0.422 1.572 -1.256
H 1.795 0.729 -1.098

Computed properties:
- orbital gap (eV) = 10.546
- total charge = 0
- structure (SMILES) = CC=O.C=C
- HOMO (eV) = -9.8
- largest force on an atom (hartree/bohr) = 0.100

Now the Mulliken charges, all in e:
1. C -0.503
2. C -0.429
3. H 0.268
4. H 0.240
5. H 0.190
6. H 0.235
7. O -0.464
8. C 0.143
9. C -0.749
10. H 0.308
11. H 0.273
12. H 0.221
13. H 0.266

***

DFT (ωB97M-V/def2-TZVPD) results for one molecule with the formula C4H8O.

CARTESIAN COORDINATES (ANGSTROEM)
C 0.47871 1.06756 -1.74662
C -0.02134 0.58370 -0.47853
C 0.28810 -0.55273 0.12409
C -0.04071 -1.00349 1.53584
H 1.20767 1.95427 -1.51010
H 1.01832 0.27916 -2.31514
H -0.24500 1.57392 -2.45229
H -0.67766 1.34359 0.02339
H 0.87724 -1.20837 -0.52755
H 0.71795 -0.69952 2.27071
H -0.15451 -2.13161 1.53177
H -2.16936 -0.82372 1.54577
O -1.27940 -0.38276 1.99866

Atomic forces in eV per Å
C 1.666 1.861 -2.044
C -1.906 1.218 1.933
C 0.636 -0.342 -0.468
C -1.801 -0.534 -0.725
H -0.943 -1.645 -0.488
H -0.152 0.604 0.284
H 0.335 -0.822 0.925
H 0.613 -0.904 -0.050
H 0.108 -0.218 0.591
H -0.198 -0.148 -0.294
H 0.313 1.182 0.207
H 3.913 1.545 1.520
O -2.584 -1.796 -1.392

Computed properties:
- orbital gap (eV) = 10.167
- total charge = 0
- structure (SMILES) = C/C=C/CO
- HOMO (eV) = -9.2
- largest force on an atom (hartree/bohr) = 0.087

Now the Mulliken charges, all in e:
1. C -1.088
2. C 0.232
3. C -0.348
4. C -0.378
5. H 0.228
6. H 0.305
7. H 0.295
8. H 0.300
9. H 0.210
10. H 0.232
11. H 0.250
12. H 0.321
13. O -0.558

***

DFT (ωB97M-V/def2-TZVPD) results for one molecule with the formula C4H8O.

CARTESIAN COORDINATES (ANGSTROEM)
O -0.71415 -1.48268 1.66471
C 0.26190 -1.12006 0.70492
C -0.29371 -0.20618 -0.35633
C 0.61274 0.64317 -1.19596
C -0.25088 1.28724 -0.14965
H -1.35468 -0.76207 1.71034
H 0.61714 -2.05601 0.25934
H 1.12925 -0.63340 1.18385
H -1.17750 -0.60380 -0.85547
H 1.68391 0.59657 -1.01626
H 0.34397 0.77530 -2.23987
H 0.24549 1.65765 0.74553
H -1.09603 1.88711 -0.47363

Atomic forces in eV per Å
O -0.215 0.154 0.063
C 0.320 0.067 -0.299
C -0.137 -0.155 0.013
C 0.142 -0.033 -0.148
C -0.078 0.162 0.101
H 0.119 -0.085 0.106
H -0.027 0.116 0.040
H -0.172 -0.070 -0.038
H 0.159 0.089 0.060
H -0.184 -0.024 0.033
H 0.045 0.009 0.184
H -0.096 -0.111 -0.149
H 0.124 -0.118 0.033

Computed properties:
- orbital gap (eV) = 11.275
- total charge = 0
- structure (SMILES) = OCC1CC1
- HOMO (eV) = -10.2
- largest force on an atom (hartree/bohr) = 0.009

Now the Mulliken charges, all in e:
1. O -0.507
2. C -0.406
3. C -0.171
4. C -0.577
5. C -0.475
6. H 0.320
7. H 0.264
8. H 0.225
9. H 0.363
10. H 0.230
11. H 0.245
12. H 0.222
13. H 0.268

***

DFT (ωB97M-V/def2-TZVPD) results for one molecule with the formula C4H8O.

CARTESIAN COORDINATES (ANGSTROEM)
C -1.61025 -0.23808 0.27029
C -0.40325 0.34392 -0.44399
C 0.84650 0.56821 0.44521
C 1.72518 -0.45193 -0.22171
O 2.47227 -0.22340 -1.14106
H -2.11273 0.46262 0.94356
H -1.29548 -1.10430 0.86443
H -2.33000 -0.58988 -0.47456
H -0.10983 -0.42011 -1.18815
H -0.62039 1.24381 -1.02386
H 1.28720 1.56542 0.36403
H 0.65444 0.33377 1.50116
H 1.49636 -1.49007 0.10465

Atomic forces in eV per Å
C -0.135 -0.042 0.074
C -0.113 -0.207 -0.259
C 0.209 -0.063 -0.114
C 0.498 0.122 0.136
O 0.010 -0.115 0.470
H 0.120 -0.004 -0.094
H -0.124 0.096 -0.065
H -0.053 0.060 0.197
H -0.362 0.419 -0.005
H -0.112 -0.066 0.152
H -0.189 -0.136 -0.076
H 0.025 -0.007 -0.304
H 0.226 -0.057 -0.112

Computed properties:
- orbital gap (eV) = 10.782
- total charge = 0
- structure (SMILES) = CCCC=O
- HOMO (eV) = -9.7
- largest force on an atom (hartree/bohr) = 0.011

Now the Mulliken charges, all in e:
1. C -1.154
2. C -0.360
3. C -0.438
4. C -0.065
5. O -0.483
6. H 0.319
7. H 0.305
8. H 0.337
9. H 0.273
10. H 0.325
11. H 0.308
12. H 0.290
13. H 0.344

***

DFT (ωB97M-V/def2-TZVPD) results for a 2-piece molecular cluster, C4H8O overall.

CARTESIAN COORDINATES (ANGSTROEM)
C 3.09813 0.65015 -0.75504
C 2.39948 -0.07134 0.11035
H 2.55539 1.41573 -1.30133
H 4.17150 0.71716 -0.84730
H 1.33234 0.00447 0.25487
H 2.89505 -0.68482 0.85738
C -1.48229 -0.40011 -0.33088
C -2.42419 -0.34436 0.60385
O -3.46945 0.54989 0.51460
H -0.69709 -1.12293 -0.17686
H -1.56831 0.23483 -1.19439
H -2.56104 -1.05743 1.40868
H -4.24952 0.10877 0.85606

Atomic forces in eV per Å
C -0.913 0.884 0.219
C 0.822 -0.076 0.672
H 0.061 -0.223 -0.423
H 0.099 -0.464 0.168
H -0.105 0.177 -0.347
H 0.060 -0.276 -0.277
C -0.458 -0.225 1.012
C -0.693 -0.083 -0.758
O 0.286 -0.085 -0.095
H 0.162 0.063 -0.355
H 0.336 0.128 -0.149
H 0.534 0.026 0.178
H -0.190 0.154 0.154

Computed properties:
- orbital gap (eV) = 10.143
- total charge = 0
- structure (SMILES) = C=CO.C=C
- HOMO (eV) = -9.3
- largest force on an atom (hartree/bohr) = 0.025

Now the Mulliken charges, all in e:
1. C -0.495
2. C -0.336
3. H 0.219
4. H 0.243
5. H 0.142
6. H 0.223
7. C -0.782
8. C 0.092
9. O -0.487
10. H 0.308
11. H 0.259
12. H 0.277
13. H 0.336